# 1
DFT (ωB97M-V/def2-TZVPD) results for a gas-phase ion, C6H7N4 (charge +1).

Structure (XYZ):
```
17
C6H7N4 ωB97M-V/def2-TZVPD
N 1.853 -1.393 -0.245
N 2.424 0.826 -0.393
N 0.458 1.902 0.460
N -0.394 -1.083 0.496
C 0.800 -1.537 0.577
C -1.074 -0.046 -0.085
C 1.568 1.530 0.006
C -0.807 1.304 0.032
C 2.719 -0.544 -0.502
C -2.411 -0.539 -0.422
H -2.798 0.119 -1.154
H 0.263 2.647 1.113
H -2.463 -1.524 -0.608
H 3.671 -0.968 -1.030
H 0.866 -2.235 1.292
H -1.499 2.103 0.111
H -3.177 -0.560 0.351
```

Output
charge: +1
E_HOMO: -13.111 eV
SMILES: Cc1c[nH]c#[n+]cncn1
LUMO energy: -5.3 eV

---

# 2
DFT (ωB97M-V/def2-TZVPD) results for a molecular structure, C18H24ClN6O2Pt.

Structure (XYZ):
```
52
C18H24ClN6O2Pt ωB97M-V/def2-TZVPD
Pt -0.026 -0.141 -0.070
Cl -0.542 -2.867 0.699
O 2.489 3.726 -5.175
O 6.551 0.634 -2.045
N -1.028 1.470 1.694
N 2.082 -0.234 -0.367
N 0.384 1.475 -1.427
N 0.071 0.732 1.966
N -1.424 2.072 2.739
N -0.583 1.740 3.725
C -0.166 3.723 5.183
C 2.596 0.603 -1.295
C 1.236 3.854 4.600
C -1.302 -1.775 -0.363
C 1.903 2.301 -3.031
C -0.386 3.051 -3.016
C 4.196 -1.181 0.083
C 4.769 -0.329 -0.866
C 0.336 0.895 3.251
C -1.139 4.760 4.639
C 2.839 -1.111 0.300
C -0.605 2.216 -1.941
C 1.629 1.495 -1.949
C -0.714 2.288 5.077
C 6.231 -0.386 -1.151
C 1.181 3.966 -4.755
C 0.891 3.096 -3.581
C 3.950 0.568 -1.555
H -1.773 2.267 5.330
H 2.887 2.324 -3.481
H 6.458 -1.387 -1.550
H 4.792 -1.895 0.637
H 7.491 0.647 -2.243
H -1.194 -2.060 -1.412
H 1.140 0.457 3.820
H 1.234 3.752 3.509
H 2.692 4.206 -5.983
H -2.315 -1.519 -0.038
H -1.574 2.153 -1.461
H 6.785 -0.309 -0.205
H 2.339 -1.762 1.006
H -2.063 4.780 5.217
H -0.690 5.750 4.673
H 1.630 4.845 4.818
H -0.175 1.618 5.745
H 1.023 5.013 -4.454
H -1.201 3.647 -3.405
H 0.439 3.771 -5.541
H -1.428 4.554 3.604
H -0.080 3.894 6.261
H 4.395 1.226 -2.290
H 1.927 3.123 5.027
```

Output
charge: +3
E_HOMO (spin up / spin down): -18.167 / -18.173 eV
LUMO energy (spin up / spin down): -13.2 / -13.1 eV

---

# 3
DFT (ωB97M-V/def2-TZVPD) results for 12 unconnected molecules or ions with the total composition C47H59ClF3N14O4.

Structure (XYZ):
```
128
C47H59ClF3N14O4 ωB97M-V/def2-TZVPD
Cl -1.682 -0.053 -1.931
F 0.074 -3.895 3.270
F -1.878 1.631 2.630
F -4.245 -1.600 1.329
O 2.637 -2.003 -2.862
O -2.331 -3.071 1.133
O -3.238 1.145 0.690
O 3.184 0.914 1.424
N -7.968 4.042 0.348
N 1.558 -1.564 8.137
N 3.843 4.833 -1.899
N 2.576 0.266 -5.395
N -0.623 -0.822 0.765
N -4.098 -1.519 -6.105
N -11.712 -0.454 2.387
N 6.625 -1.629 -0.715
N -12.385 6.327 -3.280
N 7.150 0.116 4.137
N -10.840 1.899 7.949
N 7.207 -3.206 -6.217
N -1.742 -0.712 1.574
N 1.737 -1.225 0.410
C 0.905 5.973 1.566
C 1.979 3.560 0.396
C -2.342 0.676 1.567
C -5.129 0.209 -4.186
C -10.810 0.175 1.769
C 6.414 -2.217 -1.810
C 0.263 -2.294 -4.293
C 1.317 -5.196 -5.234
C 8.373 -2.742 -6.097
C -9.722 0.932 1.024
C -4.566 -0.736 -5.235
C -0.155 -2.532 3.806
C 2.139 6.144 -3.663
C 2.111 -1.031 -7.811
C 2.093 -0.724 -2.395
C -10.929 4.498 -1.775
C 1.773 -3.896 9.636
C 3.071 5.427 -2.699
C -0.394 -0.588 -0.712
C 9.185 -1.577 3.286
C 1.655 -2.621 8.817
C 9.779 -2.182 -5.952
C 2.365 -0.322 -6.490
C 4.035 2.083 1.698
C -11.204 1.086 7.056
C -2.762 -1.801 1.330
C 8.072 -0.651 3.751
C -0.684 -3.218 -5.315
C 3.014 3.407 1.699
C 1.198 -0.856 -0.987
C 3.204 -1.540 0.773
C -11.725 5.498 -2.597
C -0.158 -4.698 -5.818
C -5.933 2.508 1.461
C 0.659 -1.214 1.513
C 0.925 -1.520 3.101
C 3.852 -0.355 1.759
C 3.009 4.532 2.907
C -7.045 3.347 0.853
C -11.642 0.106 5.981
C 6.159 -2.926 -3.130
C 0.242 -2.617 5.429
C 0.943 4.871 0.353
C 1.725 -2.751 -3.725
C 1.960 5.796 2.851
C 5.516 -0.279 1.614
C 2.250 -4.266 -4.203
H -10.063 1.946 0.796
H 1.460 5.424 -4.129
H -5.234 2.194 0.682
H 10.123 -1.021 3.206
H -11.464 -0.920 6.316
H 5.954 -2.192 -3.914
H -9.484 0.418 0.089
H 1.251 -1.699 -7.715
H -11.077 0.283 5.062
H 1.724 -3.659 10.703
H 3.284 -4.689 -3.816
H -5.392 3.094 2.210
H 5.852 0.230 0.600
H -1.272 -2.173 3.764
H 10.139 -1.825 -6.921
H 3.309 -2.568 1.347
H -6.209 0.062 -4.093
H -1.739 -2.859 -5.710
H 0.957 -4.578 9.385
H 4.817 2.308 0.830
H 0.893 -0.503 3.722
H -4.935 1.246 -4.476
H 1.550 6.892 -3.126
H 0.660 -3.692 5.695
H 6.032 0.240 2.528
H 3.754 4.416 3.802
H 4.541 2.085 2.758
H 3.657 -0.575 2.899
H 1.905 -0.296 -8.594
H -0.168 -1.242 -4.016
H 10.454 -2.961 -5.586
H 0.232 4.944 -0.594
H -4.659 0.016 -3.219
H -12.708 0.233 5.773
H 2.012 2.763 -0.463
H 8.935 -1.998 2.308
H 7.037 -3.513 -3.413
H -10.418 3.793 -2.437
H 5.299 -3.595 -3.035
H 9.315 -2.393 4.002
H 3.038 -0.070 -2.068
H -10.184 5.022 -1.169
H -0.778 -2.477 6.029
H 1.923 6.586 3.714
H -11.599 3.942 -1.113
H 9.778 -1.350 -5.244
H 1.550 -0.080 -3.217
H 2.726 -4.388 9.425
H 1.713 -6.257 -5.600
H -8.820 0.990 1.639
H -6.355 1.621 1.940
H 3.901 -1.525 -0.196
H 5.942 -1.393 1.575
H -0.815 -5.334 -6.569
H 2.989 -1.618 -8.094
H 2.721 6.641 -4.443
H 0.145 6.864 1.515
H 1.998 -1.968 3.297
H 0.967 -1.742 5.711
```

Output
charge: +1
E_HOMO: -10.030 eV
LUMO energy: -4.3 eV

---

# 4
DFT (ωB97M-V/def2-TZVPD) results for a molecular structure, C29H64BrN3.

Structure (XYZ):
```
97
C29H64BrN3 ωB97M-V/def2-TZVPD
Br 0.615 -1.181 0.536
N 0.577 1.340 2.938
N 0.698 0.647 -1.759
N -1.185 -3.651 -0.106
C -2.185 -1.278 -0.667
C -1.108 -0.835 -2.421
C -3.531 1.348 1.228
C 0.192 -1.554 -2.578
C 2.855 1.686 -0.736
C 1.739 1.578 2.004
C -3.406 0.819 -1.080
C 4.991 2.569 0.242
C 3.559 2.201 0.540
C 3.069 1.705 2.771
C -0.783 0.308 -1.494
C -3.077 -0.282 0.047
C -0.600 -5.950 0.376
C 0.950 1.325 -3.108
C -1.724 -2.342 0.424
C -2.429 2.115 0.582
C 2.629 2.051 4.283
C -0.150 -3.434 -1.222
C -0.617 -4.588 0.997
C 1.026 2.162 4.203
C -1.845 -5.983 -0.605
C 1.294 1.385 -0.529
C 0.534 -0.172 3.266
C 0.832 2.875 -3.110
C 0.412 3.438 -4.491
C -1.192 1.508 1.038
C 1.290 -0.837 -1.831
C -2.304 -4.555 -0.689
C -0.839 1.812 2.539
H 1.613 -1.246 -0.873
H 3.138 3.118 0.951
H 0.095 -4.446 -1.545
H -1.429 -0.359 -3.348
H -2.652 -6.543 -0.131
H 1.547 2.583 1.628
H -1.273 -4.638 1.866
H 5.246 3.107 -0.671
H -1.507 1.330 3.253
H -2.358 2.203 -0.502
H 1.209 0.679 0.297
H 2.267 -0.672 -2.283
H -2.456 0.082 0.866
H -3.380 1.360 2.307
H 3.207 2.433 -1.448
H 1.249 3.177 -5.139
H 0.481 -1.757 -3.609
H -1.149 1.297 -1.768
H -4.010 0.360 -1.863
H 5.513 3.082 1.050
H -1.624 -6.333 -1.613
H -1.957 -1.407 -2.049
H -4.028 -0.620 0.458
H -0.814 2.901 2.579
H -2.715 -1.715 -1.513
H 0.286 -4.217 1.482
H -4.010 1.621 -0.653
H 3.515 1.540 1.405
H 3.789 2.437 2.407
H 0.103 3.347 -2.451
H -2.512 1.312 -1.462
H -0.046 -2.515 -2.121
H 5.619 1.688 0.111
H 3.313 0.761 -1.086
H 0.497 -0.634 2.280
H -0.542 -2.843 -2.050
H 0.812 2.353 -0.395
H -2.441 -4.173 -1.701
H 0.278 4.519 -4.533
H -0.488 2.950 -4.866
H -1.062 0.453 0.794
H -0.814 -6.740 1.095
H 0.523 1.717 5.061
H 0.808 -3.084 -0.837
H 0.312 0.864 -3.862
H -3.151 -4.245 -0.077
H 1.895 1.036 -3.569
H -0.370 1.892 0.435
H 0.330 -6.212 -0.129
H 0.796 3.228 4.202
H -2.468 -2.620 1.170
H -2.432 3.119 1.006
H -4.518 1.806 1.167
H 1.775 0.836 1.207
H -1.298 -0.759 -1.031
H 2.980 1.287 4.977
H 3.721 0.836 2.678
H 1.800 3.308 -2.858
H -0.974 0.084 -0.444
H -0.322 -0.410 3.898
H 1.366 -0.366 3.942
H -0.928 -1.735 0.855
H -3.657 0.372 0.758
H 3.013 2.982 4.700
```

Output
charge: +2
E_HOMO: -12.819 eV
LUMO energy: -4.2 eV

---

# 5
DFT (ωB97M-V/def2-TZVPD) results for a gas-phase ion, C3HN4 (charge +1).

Structure (XYZ):
```
8
C3HN4 ωB97M-V/def2-TZVPD
N 0.198 2.031 -2.059
N -1.103 0.344 -0.779
N 2.194 -1.878 2.527
N -0.498 -0.374 0.078
C 1.241 -1.336 1.475
C -0.381 1.286 -1.438
C 0.376 -0.658 0.784
H -2.027 0.585 -0.588
```

Output
charge: +1
E_HOMO (spin up / spin down): -16.068 / -16.062 eV
SMILES: N#CC#[N+]NC#N
LUMO energy (spin up / spin down): -8.5 / -8.5 eV

---

Ordered max |F| results: 4.70, 3.01, 10.47, 18.50, 16.66; unit eV Å⁻¹.